No. 1
Here is C35H30BrN6OV as an isolated structure in a non-equilibrium geometry from the OMol25 dataset. Energies are from wB97M-V/def2-TZVPD.

Computed properties:
expectation value of S²: 1.033
total charge: +1
multiplicity: 2
LUMO level (spin up / spin down): -3.75 / -3.26 eV

The geometry in XYZ format:
```
74
C35H30BrN6OV | the OMol25 dataset | wB97M-V/def2-TZVPD
V -0.275 -0.803 0.376
C 1.655 -0.239 -2.250
C 1.714 -1.731 -2.484
C 2.182 -2.654 -1.390
C 2.495 -3.923 -1.715
C 2.503 -4.953 -0.692
C 1.948 -4.701 0.496
C 1.504 -3.302 0.839
N 2.178 -2.325 -0.025
N 0.416 0.288 -1.607
C -0.736 0.199 -2.518
C -1.953 0.720 -1.797
C -3.090 1.138 -2.474
C -4.153 1.630 -1.739
C -4.041 1.692 -0.355
C -2.877 1.242 0.234
N -1.844 0.773 -0.470
C 0.685 1.761 -1.432
C 1.560 2.175 -0.278
C 2.936 2.327 -0.399
C 3.655 2.817 0.680
C 2.971 3.160 1.833
C 1.595 2.992 1.855
N 0.898 2.505 0.833
H 1.753 0.270 -3.216
H 2.490 0.074 -1.630
H 2.367 -1.903 -3.342
H 0.734 -2.093 -2.808
H 2.556 -4.199 -2.760
H 2.872 -5.944 -0.927
H 1.854 -5.465 1.257
H 1.867 -3.098 1.851
H -0.893 -0.842 -2.812
H -0.562 0.780 -3.432
H -3.125 1.080 -3.554
H -5.054 1.967 -2.233
H -4.842 2.079 0.259
H -2.758 1.260 1.308
H -0.259 2.277 -1.290
H 1.114 2.116 -2.375
H 3.432 2.093 -1.332
H 4.727 2.947 0.612
H 3.484 3.563 2.696
H 1.023 3.263 2.736
Br -1.528 -4.736 -4.003
C -1.708 -3.722 -2.419
C -2.850 -2.912 -2.267
C -3.009 -2.152 -1.139
C -2.021 -2.208 -0.133
O -2.038 -1.444 0.964
C -0.874 -3.031 -0.279
C 0.025 -2.920 0.856
N 1.678 -1.070 0.411
C 2.335 -0.669 1.571
C 3.673 -0.816 1.850
C 4.191 -0.388 3.090
C 3.390 0.148 4.061
C 2.000 0.272 3.823
C 1.067 0.747 4.769
C -0.269 0.772 4.467
C -0.690 0.315 3.208
N 0.162 -0.094 2.292
C 1.495 -0.121 2.573
C -0.738 -3.799 -1.457
H -3.596 -2.898 -3.051
H -3.873 -1.517 -0.990
H -0.483 -3.025 1.811
H 4.320 -1.279 1.117
H 5.251 -0.505 3.273
H 3.797 0.458 5.015
H 1.417 1.070 5.743
H -1.005 1.110 5.183
H -1.739 0.246 2.950
H 0.107 -4.459 -1.573
```

No. 2
Here is C48H63MoN3O5S3Si as an isolated structure in a non-equilibrium geometry from the OMol25 dataset. Energies are from wB97M-V/def2-TZVPD.

Computed properties:
expectation value of S²: 2.163
total charge: +2
multiplicity: 3
LUMO level (spin up / spin down): -6.29 / -6.90 eV

The geometry in XYZ format:
```
124
C48H63MoN3O5S3Si | the OMol25 dataset | wB97M-V/def2-TZVPD
Mo -0.127 -0.392 -0.283
O 1.082 -1.208 2.069
S 2.265 -1.115 3.002
C 1.658 -0.102 4.446
C 0.695 0.969 3.975
C 1.378 2.205 3.403
C 0.346 3.228 2.980
S -0.749 2.642 1.579
O -0.084 1.402 1.003
C -0.283 4.003 0.508
C 0.838 3.920 -0.295
C 1.166 5.006 -1.090
C 0.386 6.152 -1.058
C -0.714 6.233 -0.216
C -1.054 5.150 0.576
C 2.375 -2.672 3.918
C 3.628 -3.257 3.986
C 3.796 -4.415 4.726
C 2.722 -4.963 5.408
C 1.468 -4.378 5.325
C 1.288 -3.232 4.570
H 2.550 0.319 4.908
H 1.178 -0.777 5.150
H 0.050 1.266 4.806
H 0.066 0.531 3.194
H 1.992 1.942 2.540
H 2.034 2.654 4.153
H 0.818 4.152 2.656
H -0.338 3.449 3.798
H 1.434 3.017 -0.304
H 2.035 4.960 -1.728
H 0.637 6.990 -1.688
H -1.305 7.135 -0.175
H -1.904 5.190 1.240
H 4.457 -2.800 3.469
H 4.767 -4.879 4.773
H 2.862 -5.850 6.002
H 0.630 -4.811 5.846
H 0.312 -2.780 4.472
O 5.091 -5.192 -2.643
C 3.825 -5.528 -2.922
O 3.555 -6.528 -3.515
C 2.751 -4.582 -2.466
C 2.785 -3.868 -1.269
C 1.726 -3.056 -0.907
C 0.597 -2.949 -1.727
C 0.566 -3.682 -2.920
C 1.628 -4.478 -3.283
N -0.422 -2.063 -1.380
C -1.632 -2.238 -1.922
C -2.560 -1.248 -1.632
C -3.884 -1.210 -2.127
C -4.722 -0.206 -1.743
C -4.236 0.754 -0.823
C -2.946 0.678 -0.381
N -2.068 -0.274 -0.782
H 5.183 -4.342 -2.197
H 3.628 -3.963 -0.598
H 1.753 -2.518 0.036
H -0.274 -3.604 -3.590
H 1.599 -5.019 -4.216
H -1.902 -3.097 -2.519
H -4.197 -1.984 -2.810
H -5.728 -0.139 -2.125
H -4.877 1.548 -0.470
H -2.563 1.409 0.323
O -1.716 2.826 -1.571
S -1.780 3.350 -2.966
C -3.198 2.452 -3.746
C -4.032 3.505 -4.444
C -4.152 4.647 -3.438
C -2.744 4.926 -2.926
H -3.739 2.003 -2.915
H -2.827 1.677 -4.410
H -5.011 3.111 -4.721
H -3.534 3.847 -5.354
H -4.796 4.333 -2.612
H -4.589 5.540 -3.886
H -2.723 5.303 -1.907
H -2.205 5.613 -3.576
C -1.964 -1.165 3.222
Si -1.436 -2.030 1.569
C -0.541 -3.721 1.781
C -3.189 -2.568 0.944
H -2.729 -1.784 3.680
H -2.403 -0.183 3.061
H -1.163 -1.060 3.941
H -1.034 -4.281 2.571
H 0.508 -3.643 2.038
H -0.618 -4.310 0.871
H -3.677 -3.103 1.752
H -3.149 -3.243 0.096
H -3.834 -1.734 0.684
C 6.239 -0.086 -2.488
C 5.120 0.035 -1.497
C 5.344 0.417 -0.184
C 4.281 0.612 0.693
C 4.594 1.134 2.065
C 2.981 0.429 0.235
C 2.709 0.054 -1.092
C 3.816 -0.162 -1.926
N 1.377 0.012 -1.516
C 1.178 0.320 -2.948
C 1.784 1.708 -3.250
C -0.317 0.454 -3.250
C 1.738 -0.749 -3.929
H 7.208 -0.120 -1.996
H 6.230 0.784 -3.150
H 6.127 -0.971 -3.114
H 6.352 0.607 0.150
H 4.473 2.218 2.080
H 5.624 0.916 2.328
H 3.951 0.713 2.829
H 2.133 0.664 0.875
H 3.701 -0.442 -2.952
H 1.220 2.472 -2.718
H 1.715 1.905 -4.317
H 2.830 1.775 -2.965
H -0.770 1.113 -2.513
H -0.832 -0.505 -3.272
H -0.420 0.907 -4.233
H 2.519 -0.329 -4.560
H 0.952 -1.091 -4.600
H 2.124 -1.616 -3.404
```